14
Properties=species:S:1:pos:R:3 method="wB97M-V/def2-TZVPD" relative_energy_ev=1.308 e_tot_ev=-19644.29576 lumo_energy_ev=0.72 homo_lumo_gap_ev=9.87 smiles="N[C@H](CS)C(=O)O"
N -1.1953 0.0366 -1.3946
C -0.4812 -0.2478 -0.1696
C 0.3322 0.8117 0.6229
S -0.6167 1.8433 1.6930
C 0.6936 -1.1320 -0.7272
O 1.6907 -0.8199 -1.2462
O 0.4203 -2.4372 -0.6870
H -0.8332 0.5812 -2.0864
H -2.1192 0.4269 -1.1302
H -1.0396 -0.9625 0.5531
H 0.9023 1.5386 -0.0179
H 1.2044 0.2789 1.1024
H -1.1154 0.8566 2.5046
H 1.0786 -3.0036 -1.1427



76
Properties=species:S:1:pos:R:3 method="wB97M-V/def2-TZVPD" relative_energy_ev=5.806 s_squared=6.02 multiplicity=5 e_tot_ev=-119367.08858 lumo_energy_ev="2.09 / 2.09" homo_lumo_gap_ev="3.64 / 3.63" total_charge=-1
C -2.2822 -2.5747 -5.1027
C -1.3454 -2.9660 -4.0124
H -2.0392 -3.1313 -5.9995
H -2.1469 -1.4668 -5.2441
H -3.3248 -2.8625 -4.8445
C -0.8093 -4.2746 -3.9457
C -0.5845 -5.2090 -5.0851
H -0.7184 -4.7801 -2.9640
H -0.0812 -4.8026 -5.9880
H -1.5438 -5.6047 -5.4332
H -0.0305 -6.1054 -4.7711
Cr -0.0045 1.1791 0.6694
Cl -2.2100 2.0625 0.8488
Cl 0.5273 3.8848 -1.9359
H 1.2695 6.2219 3.4390
H -0.9387 6.5870 3.0767
C 1.4564 5.4810 2.6396
C -0.8760 6.0922 2.1048
N 0.1395 5.0553 2.1676
H 2.0647 4.6368 3.0234
C -0.0694 3.8967 1.5868
O 0.7568 2.9450 1.4770
H -1.8209 5.6268 1.8788
H -1.0834 3.7793 1.1820
H 2.0325 5.9767 1.8477
H -0.6347 6.8091 1.3119
H 1.9423 -0.7498 -3.6849
H 2.8712 -3.4104 -2.1007
C 2.9403 -0.8030 -3.2382
C 3.5103 -2.6107 -1.7325
N 2.8597 -1.3224 -1.8788
H 3.4308 0.1821 -3.2711
C 2.4519 -0.5712 -0.8098
O 2.1788 0.6478 -0.7856
H 3.7589 -2.7791 -0.6942
H 2.3660 -1.1551 0.1219
H 3.5052 -1.5312 -3.8362
H 4.3966 -2.5924 -2.3599
O -0.5500 -1.5785 -3.5483
C -1.4573 -2.1306 -2.7039
C 0.2409 -3.1679 -1.0567
C -1.0655 -2.8064 -1.4350
H 1.1112 -2.8105 -1.6291
C 0.4377 -3.8169 0.1627
H -2.4235 -1.5548 -2.6777
C -2.1424 -2.9330 -0.5061
H 1.4422 -4.0785 0.4905
C -0.6389 -4.0858 0.9977
C -1.9120 -3.6066 0.6970
H -3.0992 -2.4498 -0.7696
H -0.5134 -4.6598 1.9158
H -2.7628 -3.6950 1.3596
Si -0.2466 2.6292 -3.5418
Cl -0.8881 -0.6549 0.0754
C 1.3021 1.6764 -3.6379
C -1.9478 2.6151 -2.7407
C -0.5624 3.2464 -5.2820
H 1.5837 1.3548 -2.6297
H 2.1471 2.2747 -4.0402
H 1.0546 0.8434 -4.2899
H 0.0871 2.7428 -6.0153
H -0.4046 4.3263 -5.3420
H -1.6108 3.0130 -5.5295
H -1.9433 2.4171 -1.6581
H -2.6589 1.9378 -3.2270
H -2.3313 3.6606 -2.8941
C 0.6910 -1.8105 3.6113
S -0.3751 -0.8156 2.6509
C -1.0444 0.2775 3.8653
O 0.7934 0.1171 2.0876
H 0.1987 -2.0147 4.5650
H 1.6035 -1.2161 3.7087
H 0.8812 -2.7377 3.0504
H -0.2762 1.0468 4.0331
H -1.9705 0.7447 3.4947
H -1.2428 -0.3105 4.7697



115
Properties=species:S:1:pos:R:3 method="wB97M-V/def2-TZVPD" relative_energy_ev=1.039 e_tot_ev=-182866.24488 lumo_energy_ev=-5.96 homo_lumo_gap_ev=6.78 total_charge=+2
Ti 0.5047 -0.1230 0.0805
N -1.2128 -0.2525 1.7050
N -2.5400 -0.5404 1.3332
C -2.7660 -1.5388 0.4408
N -4.0293 -1.9225 0.2969
S -1.4899 -2.2136 -0.4086
H -0.9090 -0.9147 2.4228
H -1.2268 0.6825 2.1172
H -3.2327 -0.3665 2.0490
H -4.7966 -1.4582 0.7571
H -4.2475 -2.6022 -0.4128
C 2.6215 2.2606 2.5422
N 2.3610 1.4284 3.6856
C 2.8526 0.0688 3.5729
P 2.2040 -0.8716 2.1029
C 1.8235 -2.4896 2.8405
C 0.7251 -3.2333 2.4153
C 0.4305 -4.4545 3.0060
C 1.2365 -4.9487 4.0194
C 2.3412 -4.2208 4.4424
C 2.6323 -2.9978 3.8616
C 3.7243 -1.1050 1.1158
C 4.2125 -0.0540 0.3387
C 5.3504 -0.2170 -0.4355
C 6.0137 -1.4370 -0.4473
C 5.5315 -2.4885 0.3170
C 4.3928 -2.3259 1.0951
C 2.6195 2.0060 4.9768
C 1.8725 1.5522 6.0594
C 2.0967 2.0650 7.3261
C 3.0595 3.0468 7.5211
C 3.8057 3.4978 6.4449
C 3.5967 2.9734 5.1752
P 1.2051 2.2715 1.3192
C -0.0576 2.9876 2.4449
C -0.6088 4.2534 2.2412
C -1.4411 4.8261 3.1921
C -1.7504 4.1413 4.3594
C -1.2480 2.8640 4.5539
C -0.4131 2.2906 3.6035
C 1.7966 3.6260 0.2537
C 2.1522 4.8648 0.8043
C 2.7016 5.8551 0.0100
C 2.9229 5.6235 -1.3428
C 2.6047 4.3930 -1.8907
C 2.0486 3.3978 -1.0968
H 3.5615 2.0433 2.0214
H 2.6594 3.3014 2.8569
H 2.5399 -0.4762 4.4607
H 3.9508 0.0277 3.5193
H 0.1162 -2.8921 1.5895
H -0.4220 -5.0250 2.6615
H 1.0119 -5.9033 4.4759
H 2.9805 -4.6076 5.2245
H 3.5056 -2.4535 4.1996
H 3.6909 0.8957 0.2902
H 5.7104 0.6067 -1.0389
H 6.9010 -1.5668 -1.0527
H 6.0350 -3.4462 0.3044
H 4.0171 -3.1686 1.6591
H 1.1135 0.7930 5.9054
H 1.5123 1.7050 8.1624
H 3.2289 3.4534 8.5085
H 4.5676 4.2516 6.5912
H 4.2103 3.3151 4.3511
H -0.3823 4.8080 1.3429
H -1.8392 5.8181 3.0227
H -2.3823 4.5983 5.1091
H -1.4815 2.3206 5.4604
H 0.0325 1.3257 3.8161
H 2.0006 5.0699 1.8564
H 2.9648 6.8082 0.4487
H 3.3554 6.3993 -1.9602
H 2.7959 4.1972 -2.9378
H 1.8365 2.4359 -1.5336
C -0.7173 2.2144 -2.6122
P -1.1331 0.5987 -1.8642
C -0.7524 -0.4822 -3.2822
C -2.9664 0.6315 -1.8263
C -3.6915 -0.2204 -2.6621
C -5.0760 -0.1626 -2.7084
C -5.7561 0.7565 -1.9240
C -5.0433 1.6036 -1.0886
C -3.6521 1.5513 -1.0219
P -2.6864 2.6409 0.0919
C -2.8520 4.2722 -0.7577
C -3.8664 2.8406 1.4895
H -1.4429 2.4268 -3.3985
H 0.2772 2.1507 -3.0533
H -0.7273 3.0210 -1.8815
H -1.2960 -0.1191 -4.1549
H -1.0053 -1.5236 -3.0975
H 0.3106 -0.4089 -3.5017
H -3.1869 -0.9476 -3.2809
H -5.6191 -0.8277 -3.3668
H -6.8350 0.8232 -1.9711
H -5.5852 2.3246 -0.4899
H -3.7444 4.8043 -0.4278
H -2.9253 4.1164 -1.8334
H -1.9814 4.8974 -0.5630
H -4.7190 3.4651 1.2221
H -3.3579 3.3024 2.3336
H -4.2492 1.8689 1.8015
Cl 4.2226 -4.3326 -3.5486
C 3.4376 -2.9365 -2.9487
C 3.5796 -1.7090 -3.6212
Cl 4.5231 -1.6121 -5.0461
C 2.9630 -0.5617 -3.1301
Cl 3.1035 0.9732 -3.8895
C 2.2298 -0.6649 -1.9616
O 1.5635 0.3288 -1.3341
C 2.0627 -1.8793 -1.3173
O 1.2923 -1.7750 -0.2280
C 2.6687 -3.0316 -1.7901
Cl 2.4483 -4.4969 -0.9315



15
Properties=species:S:1:pos:R:3 method="wB97M-V/def2-TZVPD" relative_energy_ev=1.419 e_tot_ev=-6252.00900 lumo_energy_ev=0.95 homo_lumo_gap_ev=10.82 smiles="[H]/N=C/N.CC"
H -3.7825 2.6851 2.5351
N -3.1529 1.9160 2.3464
C -2.3344 2.1394 1.4269
N -1.3643 1.2750 1.1637
H -2.5529 2.9709 0.7742
H -1.5309 0.4755 0.5153
H -1.0301 0.8560 1.9824
C 2.5473 -1.4484 -1.7855
C 1.3369 -1.6289 -0.9162
H 2.6224 -0.3363 -1.8840
H 3.5566 -1.7005 -1.3105
H 2.7115 -2.0080 -2.7023
H 1.4021 -1.0275 -0.0246
H 1.1467 -2.7311 -0.5883
H 0.4244 -1.4373 -1.5326